{"formula": "C12H40AgN16O12", "method": "ωB97M-V/def2-TZVPD", "mol_weight_g_mol": 708.42, "lumo_ev": [0.2, -2.9], "s_squared": 0.76, "homo_energy_ev": [-9.21, -9.21], "multiplicity": 2, "charge": 0, "species": ["O", "N", "H", "H", "H", "N", "H", "H", "H", "C", "N", "N", "N", "Ag", "H", "H", "H", "O", "H", "O", "H", "H", "N", "H", "N", "H", "H", "N", "O", "C", "O", "N", "O", "H", "H", "H", "C", "C", "N", "H", "O", "H", "H", "H", "H", "H", "H", "H", "H", "O", "N", "H", "O", "C", "H", "O", "C", "N", "H", "O", "C", "H", "C", "N", "C", "H", "C", "C", "H", "H", "C", "H", "H", "N", "H", "H", "H", "N", "N", "H", "O"], "coordinates": [[-0.183, 1.167, 0.451], [-1.547, 5.522, -0.849], [3.015, -1.587, 0.614], [2.607, 0.625, -0.910], [-1.663, 3.111, -4.822], [2.982, 1.465, -1.320], [-5.251, 0.769, 2.869], [6.167, 0.007, 0.837], [0.544, -0.056, -3.638], [-0.320, -3.475, 2.042], [0.734, 2.905, 3.018], [0.296, 0.578, -4.379], [-3.154, -2.954, -1.110], [-2.102, 1.087, -0.753], [-0.224, -4.237, 2.819], [-5.890, -1.259, -0.758], [0.865, 4.686, -0.727], [1.522, -3.530, -4.108], [2.379, 1.780, 1.134], [0.931, 1.967, 5.091], [-0.879, 6.198, -1.172], [3.677, -3.176, 0.697], [3.822, -2.185, 0.662], [4.433, 0.213, 0.956], [-1.046, 2.346, -5.012], [3.226, 1.495, -2.293], [-0.238, -1.796, -2.110], [2.123, -2.567, -2.132], [-1.275, 1.384, -2.963], [-1.178, 4.225, -0.723], [-3.452, 1.221, 1.126], [-5.271, -2.038, -0.867], [-1.989, 3.302, -0.636], [0.452, 2.772, 2.059], [-1.936, 0.926, 3.873], [-4.141, 0.863, 4.187], [-3.277, 1.076, 2.337], [-0.694, 1.448, -4.041], [1.200, 0.662, 3.243], [2.992, 3.375, 1.249], [0.931, -2.781, 2.119], [0.272, -5.047, 0.703], [-2.167, -2.757, -1.107], [-1.337, -2.017, 3.289], [0.505, 3.770, 3.474], [3.063, -2.911, -2.186], [0.859, 0.625, -5.207], [-1.728, -1.784, 1.614], [-0.510, 2.325, -5.861], [6.077, -2.447, 0.505], [2.745, 2.593, 0.670], [1.100, 0.574, 2.242], [1.443, -0.340, 0.429], [-0.431, -4.214, 0.713], [0.843, -1.929, 1.676], [3.461, 3.685, -1.189], [1.229, -2.872, -3.120], [5.238, -0.364, 0.800], [1.435, -0.161, 3.769], [-0.466, -0.619, -0.725], [0.297, 0.018, 0.068], [-5.554, -2.982, -0.676], [5.103, -1.720, 0.653], [-0.020, -2.354, -2.925], [3.107, 2.647, -0.651], [-3.456, -3.909, -1.133], [0.938, 1.844, 3.880], [-3.938, -1.844, -1.082], [-0.167, -3.564, -0.125], [-1.250, 1.106, 2.260], [-1.492, -2.561, 2.354], [-2.494, 5.830, -0.744], [1.859, -2.025, -1.325], [0.158, 3.973, -0.744], [0.457, 3.011, -0.756], [-1.434, -4.618, 0.575], [-0.739, -2.618, -3.572], [-2.037, 1.086, 2.887], [-4.318, 0.914, 3.200], [-2.403, -3.150, 2.495], [-3.437, -0.729, -1.189]], "forces_ev_per_angstrom": [[-0.29, 0.28, 0.21], [0.25, 0.59, 0.02], [0.03, 0.02, 0.25], [0.06, 0.00, 0.13], [-0.05, -0.05, 0.15], [0.07, 0.31, -0.41], [0.04, 0.13, -0.21], [-0.01, 0.07, -0.04], [0.10, -0.28, -0.21], [0.47, 0.11, -0.06], [0.12, -0.02, 0.37], [-0.18, 0.13, 0.59], [0.27, 0.24, -0.09], [1.28, -0.64, 0.45], [-0.26, 0.11, 0.13], [0.02, 0.05, -0.01], [0.05, -0.01, -0.06], [-0.02, 0.05, 0.19], [0.18, -0.15, -0.27], [-0.03, 0.07, 0.04], [0.01, 0.02, 0.12], [0.08, -0.03, -0.03], [-0.20, 0.06, -0.11], [0.18, 0.20, 0.08], [0.56, -0.52, -0.08], [-0.04, -0.11, 0.00], [-0.08, 0.03, -0.05], [-0.09, 0.23, 0.13], [0.16, 0.22, -0.24], [0.62, -0.89, -0.36], [-0.59, -0.17, 0.39], [0.65, -0.59, -0.29], [-0.67, 0.98, 0.18], [0.01, -0.01, -0.02], [0.43, -0.02, -0.07], [-0.15, -0.08, 0.00], [0.31, 0.13, -0.42], [-0.33, 0.11, -0.39], [-0.20, 0.11, -0.19], [-0.08, 0.07, -0.05], [-0.19, -0.03, 0.11], [0.01, 0.02, -0.06], [0.05, -0.17, -0.09], [0.20, -0.16, 0.06], [-0.18, 0.01, -0.06], [-0.01, -0.05, -0.10], [-0.03, 0.07, -0.01], [0.33, -0.32, -0.26], [-0.19, 0.36, -0.10], [-0.25, 0.05, 0.20], [0.17, 0.21, 0.22], [0.21, -0.14, 0.16], [-0.24, -0.11, 0.17], [0.11, 0.00, 0.01], [0.10, 0.00, -0.23], [0.11, 0.06, 0.02], [0.24, -0.25, -0.31], [-0.46, -0.25, -0.06], [-0.07, 0.08, 0.13], [-0.01, -0.19, 0.33], [-0.10, 0.08, -0.87], [-0.49, 0.18, 0.09], [0.65, -0.14, -0.21], [-0.12, 0.04, 0.14], [-0.35, -0.36, 0.22], [-0.18, 0.06, 0.05], [0.17, -0.10, -0.26], [-0.02, 0.31, 0.44], [-0.15, 0.08, 0.02], [0.08, 0.05, 0.07], [-0.52, 0.22, 0.34], [-0.13, -0.38, -0.03], [-0.01, -0.07, 0.02], [-0.25, 0.29, -0.03], [-0.09, -0.02, 0.10], [-0.05, 0.00, -0.05], [0.05, 0.04, -0.08], [-0.77, -0.04, 0.18], [0.25, 0.00, 0.38], [0.04, -0.01, -0.10], [-0.58, -0.16, -0.33]]}

{"formula": "C29H30AsClN3O3Ru", "method": "ωB97M-V/def2-TZVPD", "mol_weight_g_mol": 680.02, "lumo_ev": [0.3, -0.5], "s_squared": 0.76, "homo_energy_ev": [-7.41, -7.70], "multiplicity": 2, "relative_energy_kj_mol": 0.0, "charge": 0, "species": ["H", "C", "H", "Ru", "C", "As", "C", "C", "N", "H", "C", "C", "H", "Cl", "C", "H", "C", "H", "C", "H", "C", "H", "H", "C", "C", "C", "H", "C", "C", "C", "C", "H", "C", "H", "H", "H", "C", "H", "H", "C", "C", "C", "C", "H", "C", "O", "H", "H", "N", "H", "H", "C", "H", "H", "O", "C", "H", "H", "O", "N", "H", "H", "H", "C", "H", "C", "H", "C"], "coordinates": [[-1.134, -1.119, 4.435], [-1.429, -3.786, 4.495], [3.211, -1.788, -0.513], [-0.518, -1.450, 0.556], [3.107, 2.483, -2.143], [1.442, -0.075, -0.062], [4.021, 4.498, -1.202], [-1.886, -5.082, 4.460], [-0.693, -0.868, 2.477], [2.764, -0.110, 2.037], [-1.358, -2.651, -4.136], [-1.830, -3.525, 2.104], [-2.352, 1.585, -0.410], [1.134, -3.058, 1.030], [-0.624, 3.326, 2.477], [4.906, 3.421, -2.833], [-1.259, 5.333, 1.341], [-1.265, 6.414, 1.273], [-1.371, -2.998, 3.337], [3.662, -0.208, -1.226], [1.982, 3.569, -0.328], [-2.321, -3.944, -5.541], [1.778, 1.361, 1.985], [-2.338, -5.604, 3.244], [-1.897, -1.508, -3.558], [-2.322, -4.842, 2.099], [-1.907, -5.683, 5.359], [4.089, 3.463, -2.123], [-1.888, 4.590, 0.363], [2.856, -0.923, -1.068], [-0.622, 4.704, 2.408], [0.049, 1.840, -0.873], [-1.161, 1.072, 1.573], [-2.709, -6.620, 3.201], [-0.781, -3.302, -6.097], [-1.099, -3.351, 5.432], [2.429, 0.712, 1.403], [1.153, 3.620, 0.371], [3.160, 1.682, -2.873], [-0.241, -3.037, -2.045], [-1.582, -1.186, -2.252], [-1.247, 2.550, 1.495], [-1.889, 3.197, 0.428], [2.893, 5.360, 0.408], [-0.510, -3.419, -3.345], [-1.851, -2.858, 0.965], [-0.138, 2.810, 3.294], [-0.058, -4.323, -3.733], [-0.756, 0.516, 2.669], [4.785, 5.265, -1.188], [-2.388, 5.061, -0.473], [2.045, 2.518, -1.243], [-2.565, -0.866, -4.116], [-2.213, -2.264, -6.071], [-2.519, 2.533, -0.565], [2.961, 4.550, -0.307], [-1.988, -0.304, -1.777], [-0.130, 5.287, 3.174], [-1.442, 0.393, 0.470], [-0.765, -1.932, -1.503], [2.466, -1.253, -2.031], [0.404, -3.615, -1.396], [3.283, 1.274, 1.029], [-1.014, -1.607, 3.470], [-2.674, -5.238, 1.155], [-1.686, -3.056, -5.542], [0.839, 1.020, -2.218], [0.999, 1.448, -1.226]], "forces_ev_per_angstrom": [[0.00, 0.00, -0.01], [-0.01, -0.05, 0.01], [0.00, 0.01, 0.02], [0.00, 0.23, 0.21], [0.02, -0.02, 0.01], [0.05, 0.10, 0.05], [-0.01, 0.01, 0.01], [0.01, 0.02, 0.01], [0.03, 0.02, -0.16], [0.00, 0.00, 0.00], [0.00, 0.01, -0.01], [0.03, 0.11, -0.11], [0.01, -0.17, -0.01], [0.13, -0.06, -0.18], [-0.02, 0.00, 0.02], [0.00, 0.00, 0.00], [-0.01, 0.01, 0.00], [0.00, 0.00, 0.00], [0.04, -0.01, 0.00], [0.01, -0.01, 0.00], [-0.04, 0.01, 0.02], [0.00, 0.00, 0.00], [-0.02, 0.00, -0.02], [0.00, 0.02, -0.03], [0.01, 0.00, 0.00], [-0.03, -0.08, 0.04], [0.00, 0.00, 0.00], [0.00, 0.00, 0.00], [0.01, -0.01, 0.00], [-0.02, -0.02, -0.06], [0.00, 0.00, 0.01], [-0.03, -0.01, -0.03], [0.11, -0.06, 0.08], [0.00, 0.00, 0.00], [0.00, 0.00, 0.00], [0.00, 0.00, 0.00], [0.02, -0.05, 0.03], [0.02, -0.01, -0.02], [0.00, 0.00, -0.01], [-0.03, -0.02, 0.01], [0.04, -0.01, -0.04], [-0.04, -0.03, 0.02], [0.04, 0.07, 0.05], [0.00, 0.00, 0.00], [0.01, 0.00, 0.00], [-0.16, 0.00, 0.08], [0.00, 0.00, 0.00], [0.00, 0.00, 0.00], [-0.01, -0.01, -0.09], [0.00, 0.00, 0.00], [0.00, 0.00, 0.00], [0.01, 0.04, -0.01], [0.00, 0.00, 0.00], [0.00, 0.00, 0.00], [-0.02, 0.08, -0.02], [0.02, -0.02, -0.02], [-0.01, 0.01, 0.00], [0.00, 0.00, 0.00], [-0.22, -0.02, -0.02], [0.08, -0.16, 0.08], [0.00, -0.01, 0.01], [-0.01, 0.01, 0.00], [0.00, 0.00, -0.01], [-0.07, 0.03, 0.10], [0.00, 0.01, 0.00], [0.00, 0.00, 0.00], [0.00, 0.00, -0.01], [0.05, 0.01, 0.01]]}

{"formula": "C2H11NO4", "method": "ωB97M-V/def2-TZVPD", "mol_weight_g_mol": 113.11, "lumo_ev": [-4.9, -9.8], "s_squared": 0.76, "homo_energy_ev": [-14.53, -14.49], "multiplicity": 2, "relative_energy_kj_mol": 311.8, "charge": 1, "species": ["H", "H", "H", "H", "O", "O", "N", "C", "H", "C", "H", "H", "H", "O", "H", "O", "H", "H"], "coordinates": [[0.850, -3.102, 0.109], [2.577, -2.607, -3.247], [0.805, -0.488, -0.895], [-2.954, 2.602, 1.400], [2.084, -1.727, -3.348], [0.251, 3.455, 0.668], [0.013, 0.238, 0.869], [0.374, -0.910, 0.009], [0.798, 0.664, 1.332], [0.899, -2.173, 0.703], [1.380, -2.130, -3.782], [0.188, 3.940, -0.176], [-3.882, 1.182, 1.779], [-3.503, 1.814, 1.098], [-0.586, -1.241, -0.528], [1.231, -2.019, 1.863], [-0.670, -0.011, 1.543], [0.146, 2.513, 0.600]], "forces_ev_per_angstrom": [[0.15, 0.17, 0.11], [-0.06, 2.10, 0.15], [1.62, -0.46, 0.11], [-1.46, -1.89, 0.31], [2.63, -1.83, 1.59], [0.17, 1.06, 0.44], [1.53, -3.34, -1.07], [-3.85, 3.15, -2.00], [0.56, 0.82, -0.08], [1.23, 0.90, 3.84], [-2.65, -0.29, -1.63], [-0.04, -0.95, 0.39], [1.04, 2.00, -0.68], [0.56, -0.14, 0.41], [0.69, 0.01, 1.25], [-0.49, -1.54, -2.85], [-1.37, 0.22, 0.66], [-0.26, 0.00, -0.95]]}